(1)
{
  "formula": "C12H26NO3P2Sn",
  "method": "ωB97M-V/def2-TZVPD",
  "species": ["Sn", "P", "C", "C", "N", "C", "C", "C", "C", "C", "P", "H", "H", "H", "H", "H", "H", "H", "H", "O", "H", "H", "O", "H", "C", "H", "H", "H", "C", "H", "H", "H", "C", "H", "H", "H", "C", "H", "H", "H", "C", "O", "H", "H", "H"],
  "positions_angstrom": [[-0.8580, -1.0717, -0.6214], [-1.2402, 1.2864, -1.7668], [0.1379, 2.4578, -1.4863], [0.6803, 2.3846, -0.0746], [0.4289, 1.2989, 0.6582], [0.9350, 1.2041, 1.8967], [1.6188, 2.2603, 2.5056], [1.8311, 3.4246, 1.7794], [1.3472, 3.4883, 0.4696], [0.7426, -0.0734, 2.6752], [0.4639, -1.5403, 1.6046], [1.4274, 4.3928, -0.1118], [1.9223, 2.1644, 3.5441], [2.3569, 4.2676, 2.2253], [1.6091, -0.2822, 3.3243], [-0.1592, -0.0010, 3.3025], [0.8963, 2.1648, -2.2430], [-0.2478, 3.4614, -1.7224], [2.8444, -2.0325, -2.7203], [2.8683, -1.0558, -2.6172], [3.5596, -0.7636, -3.2316], [1.2104, -4.4016, -1.4450], [2.1626, -4.1996, -1.2700], [2.6223, -5.0528, -1.2808], [2.1626, -2.1461, 1.3862], [2.6042, -2.3281, 2.3727], [2.1738, -3.0490, 0.7600], [2.7188, -1.3513, 0.8675], [-0.4123, -2.6914, 2.6940], [-0.5861, -3.6127, 2.1303], [0.1576, -2.9106, 3.5991], [-1.3695, -2.2278, 2.9525], [-2.6532, 2.1246, -0.9650], [-2.8567, 3.0727, -1.4913], [-3.5272, 1.4576, -1.0227], [-2.4074, 2.3276, 0.0882], [-1.5739, 1.3815, -3.5328], [-2.4508, 0.7666, -3.7463], [-1.7567, 2.4035, -3.8505], [-0.7005, 0.9803, -4.0529], [-3.7710, -1.6117, -0.3410], [-2.6477, -1.0428, 0.3282], [-4.2459, -0.8843, -1.0279], [-4.5421, -1.9333, 0.3850], [-3.4761, -2.5070, -0.9276]],
  "atomic_forces_ev_per_a": [[-0.1, -1.3, -1.0], [-0.5, 1.0, 0.9], [0.0, -0.4, -0.5], [-0.1, 0.9, 0.5], [0.5, -0.6, -0.1], [0.2, 0.5, 0.2], [-0.2, -0.1, -0.3], [-0.3, -0.1, -0.3], [0.0, -0.4, 0.3], [-0.5, -0.4, 0.0], [0.3, 0.6, 1.0], [0.2, 0.1, -0.1], [0.1, 0.0, -0.2], [-0.2, -0.2, -0.1], [-0.4, 0.2, -0.1], [0.3, 0.1, 0.0], [-0.1, 0.4, 0.5], [0.4, -0.2, 0.1], [0.0, 0.8, 0.2], [0.2, -0.7, -0.3], [-0.3, -0.1, 0.2], [1.2, 0.1, 0.1], [-1.0, -0.3, -0.2], [-0.2, 0.2, 0.0], [-0.2, 0.0, -0.3], [0.0, 0.0, -0.2], [0.1, 0.3, 0.2], [0.0, -0.3, 0.1], [0.0, 0.0, -0.1], [-0.1, 0.0, 0.2], [0.0, 0.0, -0.1], [0.1, -0.2, -0.1], [0.0, 0.1, -0.2], [0.0, -0.3, 0.3], [0.2, 0.3, 0.1], [-0.2, -0.1, -0.3], [0.2, -0.3, -0.1], [0.1, 0.0, -0.1], [0.0, 0.1, 0.0], [-0.2, 0.0, -0.1], [0.1, -0.1, -0.1], [0.0, 0.1, 0.1], [0.1, -0.3, 0.2], [0.5, 0.2, -0.2], [-0.2, 0.3, 0.1]],
  "nbo_charge": [0.951, 0.934, -0.750, 0.226, -0.503, 0.238, -0.239, -0.129, -0.236, -0.753, 0.932, 0.231, 0.233, 0.238, 0.252, 0.264, 0.267, 0.253, 0.488, -0.960, 0.474, 0.483, -0.962, 0.485, -0.954, 0.242, 0.283, 0.260, -0.943, 0.253, 0.247, 0.265, -0.941, 0.238, 0.258, 0.257, -0.946, 0.260, 0.250, 0.258, -0.247, -0.964, 0.153, 0.193, 0.160],
  "e_tot_ha": -1650.14311,
  "de_lowest_ev": 0.000,
  "charge": 1,
  "e_homo_ev": -10.22,
  "homo_lumo_gap_ev": 7.77
}

=====

(2)
{
  "formula": "C2HF5O",
  "method": "ωB97M-V/def2-TZVPD",
  "species": ["F", "O", "C", "F", "C", "F", "F", "F", "H"],
  "positions_angstrom": [[1.7403, -1.8175, 0.2652], [0.3588, -1.7465, -0.0495], [-0.1287, -0.5109, -0.3897], [0.0485, -0.2588, -1.6840], [-1.6742, -0.4713, 0.1002], [-2.2809, 0.6299, -0.4917], [-2.2642, -1.5630, -0.3274], [-1.8705, -0.3105, 1.4430], [0.4650, 0.2882, 0.1792]],
  "atomic_forces_ev_per_a": [[-0.4, 1.1, -0.3], [-1.1, -1.8, 0.3], [1.6, 2.2, 3.0], [-0.7, 0.0, -0.9], [0.3, 1.6, -0.7], [0.9, -1.5, 0.6], [-0.5, -0.2, 0.2], [0.8, -0.5, -1.7], [-1.0, -0.9, -0.5]],
  "nbo_charge": [-0.111, -0.143, 0.356, -0.309, 0.950, -0.325, -0.291, -0.306, 0.179],
  "e_tot_ha": -651.24745,
  "de_lowest_ev": 3.946,
  "smiles": "FO[C@@H](F)C(F)(F)F",
  "e_homo_ev": -12.67,
  "homo_lumo_gap_ev": 12.57
}

=====

(3)
{
  "formula": "C3H13BFN2O5Si2",
  "method": "ωB97M-V/def2-TZVPD",
  "species": ["N", "B", "O", "Si", "C", "C", "C", "F", "O", "Si", "H", "H", "H", "H", "H", "H", "H", "H", "H", "H", "H", "H", "H", "N", "O", "O", "O"],
  "positions_angstrom": [[-2.9146, -2.9374, -0.6356], [-1.9468, -1.8570, -0.8702], [-2.1286, -1.1593, -2.0047], [-0.4732, -1.2693, 0.3707], [0.0385, 0.4959, -0.0009], [-0.9862, 1.5137, 0.4785], [-0.4454, 2.9412, 0.4479], [0.7988, 3.0023, -0.1183], [0.9092, -2.2185, 0.2591], [0.7017, -3.8518, 0.1362], [-3.4682, -2.7848, 0.1963], [-2.4920, -3.8540, -0.5966], [-1.4287, -0.5002, -2.1320], [-1.0350, -1.2677, 1.7496], [0.2841, 0.6308, -1.0388], [0.9641, 0.6473, 0.5320], [-1.8763, 1.4359, -0.1230], [-1.2609, 1.2797, 1.4919], [-0.3778, 3.3530, 1.4442], [-1.0990, 3.5908, -0.1261], [2.0041, -4.5006, 0.3903], [-0.2633, -4.3711, 1.1275], [0.2953, -4.2078, -1.2422], [4.0529, 3.9734, 0.0660], [4.0112, 4.5837, -1.0224], [3.6963, 4.5461, 1.1181], [4.4399, 2.7859, 0.1026]],
  "atomic_forces_ev_per_a": [[-0.1, 0.2, -0.3], [-0.2, -0.6, 0.2], [0.3, 0.6, -0.7], [0.5, 1.0, 0.1], [-0.3, -0.7, 0.6], [0.5, 0.0, -0.2], [-0.3, 0.2, -0.1], [0.3, 0.0, -0.2], [-0.8, -0.5, 0.2], [0.9, 0.0, -0.1], [0.0, -0.2, 0.2], [-0.1, -0.1, 0.2], [-0.3, 0.0, 0.0], [0.2, -0.2, 0.1], [0.2, 0.1, -0.6], [0.5, 0.1, 0.2], [-0.5, 0.0, -0.3], [-0.3, -0.2, 0.5], [0.2, 0.1, 0.4], [-0.1, 0.2, -0.2], [0.0, 0.0, 0.0], [-0.2, 0.0, 0.0], [-0.2, 0.0, 0.0], [-0.2, 0.0, 0.0], [0.0, 0.0, 0.0], [0.0, 0.0, 0.1], [0.0, 0.0, 0.0]],
  "nbo_charge": [-1.155, 0.631, -0.846, 1.315, -0.873, -0.439, 0.066, -0.341, -1.208, 1.209, 0.385, 0.386, 0.495, -0.216, 0.231, 0.270, 0.191, 0.202, 0.161, 0.149, -0.194, -0.211, -0.212, 0.709, -0.566, -0.571, -0.570],
  "e_tot_ha": -1311.57695,
  "charge": -1,
  "e_homo_ev": -3.87,
  "homo_lumo_gap_ev": 6.03
}

=====

(4)
{
  "formula": "C3H5NO",
  "method": "ωB97M-V/def2-TZVPD",
  "species": ["O", "C", "N", "C", "C", "H", "H", "H", "H", "H"],
  "positions_angstrom": [[1.9722, 0.5046, 0.0291], [1.2454, -0.5825, 0.0415], [-0.2189, -0.4070, -0.1613], [-1.6568, -0.5223, 0.0758], [-1.0746, 0.9221, -0.0424], [1.7041, -1.6954, 0.0626], [-2.3300, -0.9121, -0.6926], [-2.1089, -0.6810, 1.0259], [-1.3151, 1.6799, 0.8429], [-1.2803, 1.5173, -0.7928]],
  "atomic_forces_ev_per_a": [[-3.4, -6.0, 0.2], [0.7, 4.2, -0.4], [1.1, 2.9, 0.8], [0.5, 1.7, -0.8], [0.2, -4.3, 5.0], [-1.4, 2.6, 0.0], [0.7, 0.0, -0.3], [0.4, -0.6, 1.1], [1.6, -2.4, -0.8], [-0.4, 1.9, -4.8]],
  "nbo_charge": [-0.581, 0.515, -0.477, -0.201, -0.215, 0.178, 0.199, 0.195, 0.201, 0.185],
  "e_tot_ha": -247.16239,
  "de_lowest_ev": 3.942,
  "smiles": "O=CN1CC1",
  "e_homo_ev": -9.68,
  "homo_lumo_gap_ev": 10.50
}

=====

(5)
{
  "formula": "C6H12O",
  "method": "ωB97M-V/def2-TZVPD",
  "species": ["C", "C", "C", "C", "C", "C", "O", "H", "H", "H", "H", "H", "H", "H", "H", "H", "H", "H", "H"],
  "positions_angstrom": [[0.0864, -1.7986, -1.1167], [-0.2974, -0.5506, -0.3658], [-0.0677, 1.0933, -1.4198], [0.5541, 0.0634, 0.7090], [0.2748, 1.5148, 0.4729], [0.2064, -0.3448, 2.0455], [-1.0239, -0.2273, 2.6041], [-0.3422, -2.7231, -0.7104], [-0.2683, -1.7133, -2.1532], [1.1760, -1.9136, -1.1510], [-1.3683, -0.4985, -0.1369], [-0.7923, 0.6404, -2.1293], [0.9322, 0.9387, -1.8352], [-0.3009, 2.1709, -1.5380], [1.6093, -0.1651, 0.5256], [1.0497, 2.2685, 0.6515], [-0.7039, 1.8515, 0.8301], [0.8942, -0.8207, 2.7374], [-1.6182, 0.2142, 1.9801]],
  "atomic_forces_ev_per_a": [[0.1, 0.2, -0.2], [-0.1, 0.2, -0.1], [0.1, 0.2, -0.5], [0.0, 0.0, -0.2], [-0.2, 0.0, -0.3], [0.7, -0.8, 1.4], [-0.5, 0.2, -0.3], [0.0, 0.2, 0.0], [0.0, 0.0, 0.1], [-0.1, 0.0, 0.0], [0.2, 0.0, 0.0], [0.1, 0.1, 0.1], [-0.1, 0.0, 0.1], [0.0, -0.2, 0.0], [-0.1, 0.0, 0.0], [-0.1, -0.2, -0.2], [0.2, -0.1, -0.1], [-0.1, 0.1, -0.2], [0.0, -0.1, 0.2]],
  "nbo_charge": [-0.659, -0.092, -0.675, -0.413, -0.339, 0.139, -0.668, 0.224, 0.218, 0.209, 0.174, 0.208, 0.207, 0.218, 0.228, 0.208, 0.173, 0.172, 0.470],
  "e_tot_ha": -310.81840,
  "de_lowest_ev": 6.554,
  "e_homo_ev": [-6.56, -6.42],
  "homo_lumo_gap_ev": [7.29, 7.34]
}

=====

(6)
{
  "formula": "C23H15FN4O2",
  "method": "ωB97M-V/def2-TZVPD",
  "species": ["N", "C", "C", "C", "C", "C", "N", "N", "C", "C", "C", "C", "C", "N", "C", "O", "O", "C", "C", "C", "C", "C", "C", "C", "C", "F", "C", "C", "C", "C", "H", "H", "H", "H", "H", "H", "H", "H", "H", "H", "H", "H", "H", "H", "H"],
  "positions_angstrom": [[-2.1198, 7.2896, -2.2288], [-1.8273, 6.2586, -1.7888], [-1.4409, 4.9816, -1.3312], [-0.1046, 4.7405, -0.9164], [0.2594, 3.4491, -0.4898], [-0.6243, 2.4167, -0.4239], [-0.2648, 1.1688, 0.0081], [-1.1596, 0.1066, 0.0263], [-0.6175, -0.8304, 0.7699], [-1.2695, -2.1380, 0.8840], [-2.2302, -2.5931, -0.0156], [-2.7870, -3.8665, 0.0714], [-2.3548, -4.7317, 1.0642], [-2.6440, -6.0372, 1.3871], [-1.9826, -6.3046, 2.5653], [-2.2476, -7.2656, 3.2765], [-1.1002, -5.3136, 2.8572], [-1.3797, -4.3206, 1.9586], [-0.8258, -3.0482, 1.8713], [0.7385, -0.4919, 1.3079], [0.9927, 0.8867, 0.6980], [2.2039, 0.8922, -0.2139], [3.3619, 1.5521, 0.2013], [4.5401, 1.5087, -0.5537], [4.5896, 0.8663, -1.7559], [5.7158, 0.9300, -2.5104], [3.4387, 0.2300, -2.2461], [2.2534, 0.2208, -1.4443], [-1.9449, 2.6546, -0.8764], [-2.3261, 3.9083, -1.3549], [0.5704, 5.5533, -0.9289], [1.2935, 3.3286, -0.2081], [-2.6146, -2.0023, -0.8390], [-3.5372, -4.2434, -0.6493], [-3.5037, -6.4768, 1.1109], [-0.0093, -2.7858, 2.5623], [0.7627, -0.3933, 2.4134], [1.4695, -1.2205, 0.9700], [1.1275, 1.5951, 1.5233], [3.3412, 2.1319, 1.1230], [5.4247, 2.0532, -0.2832], [3.4363, -0.2500, -3.2092], [1.3475, -0.2859, -1.7646], [-2.6162, 1.7832, -0.9181], [-3.3352, 4.0927, -1.6994]],
  "atomic_forces_ev_per_a": [[0.2, -0.8, 0.5], [-0.4, 1.6, -0.9], [1.6, -1.0, 0.5], [-2.0, -1.4, 0.0], [1.4, 2.5, -0.1], [-2.0, -0.6, -0.7], [0.1, -0.4, 0.0], [1.5, -0.7, 1.5], [-1.5, 0.9, -1.5], [0.4, -1.0, 0.4], [-0.9, -0.3, -0.4], [-0.4, -0.8, -0.3], [0.4, 1.0, -0.4], [0.2, 0.8, -0.2], [-1.9, -3.3, 1.8], [1.2, 1.6, -1.0], [-0.1, -0.1, -0.2], [0.2, 1.8, -0.8], [0.6, -0.2, 0.6], [-0.2, 0.2, 0.7], [0.1, 0.0, -0.2], [0.9, 0.2, -0.2], [0.2, -0.1, -0.2], [-0.1, 0.6, 0.5], [-1.3, -0.6, -0.9], [-0.6, -0.2, 0.4], [-0.8, 0.1, 1.2], [1.0, 0.3, -0.2], [-0.3, -0.2, -0.5], [-0.1, -0.8, 0.6], [0.8, 0.5, 0.0], [0.1, -0.2, 0.1], [0.4, 0.4, 0.2], [0.5, 0.6, 0.4], [0.1, -0.4, 0.3], [-0.5, 0.0, -0.3], [-0.1, -0.5, -0.6], [0.1, -0.1, 0.2], [0.1, 0.2, -0.3], [0.1, -0.1, -0.1], [0.2, 0.2, 0.4], [0.1, -0.1, -0.2], [0.2, 0.0, -0.3], [0.2, 0.7, 0.1], [0.0, -0.2, 0.0]],
  "nbo_charge": [-0.319, 0.279, -0.234, -0.105, -0.307, 0.260, -0.281, -0.202, 0.218, -0.102, -0.161, -0.235, 0.089, -0.596, 0.860, -0.589, -0.438, 0.295, -0.232, -0.461, -0.077, -0.052, -0.188, -0.275, 0.391, -0.319, -0.260, -0.188, -0.256, -0.142, 0.222, 0.223, 0.234, 0.224, 0.431, 0.227, 0.238, 0.242, 0.215, 0.215, 0.232, 0.233, 0.223, 0.240, 0.227],
  "e_tot_ha": -1354.83527,
  "smiles": "N#Cc1ccc(N2N=C(c3ccc4[nH]c(=O)oc4c3)C[C@H]2c2ccc(F)cc2)cc1",
  "e_homo_ev": -7.88,
  "homo_lumo_gap_ev": 7.70
}

=====

(7)
{
  "formula": "C3H11N3O",
  "method": "ωB97M-V/def2-TZVPD",
  "species": ["H", "N", "C", "N", "N", "C", "C", "H", "H", "H", "H", "H", "H", "H", "H", "O", "H", "H"],
  "positions_angstrom": [[-2.9869, 0.8594, 0.2076], [-2.4118, 0.5576, -0.5908], [-1.4062, -0.1651, -0.2919], [-1.3258, -1.0249, 0.7813], [-0.3312, -0.0801, -1.1604], [0.9480, -0.8831, -0.9388], [2.0751, 0.0987, -0.9770], [-0.5894, -0.7907, 1.4199], [-2.2565, -1.1075, 1.1637], [-0.5334, 0.4068, -2.0046], [1.0365, -1.7814, -1.6130], [0.7922, -1.3456, 0.1955], [1.9667, 0.6682, -1.9022], [2.9778, -0.4193, -0.7727], [2.1261, 0.9000, -0.2656], [1.5615, 1.1095, 2.3140], [1.4841, 2.0483, 2.0359], [2.2702, 1.2138, 3.0586]],
  "atomic_forces_ev_per_a": [[0.1, -0.9, -0.5], [-0.9, 1.1, 0.1], [0.4, 1.1, -1.5], [-0.2, -0.2, 0.1], [1.1, -2.5, 1.8], [-2.8, -0.4, 2.9], [-0.1, 0.3, -0.6], [0.1, -0.1, 0.6], [0.3, 0.1, 0.5], [0.1, 0.3, -0.4], [0.1, 1.1, 0.4], [0.7, 1.1, -3.2], [0.9, -0.5, -0.5], [1.3, -0.4, -0.8], [-0.9, 0.1, 1.0], [2.0, 1.4, 1.9], [-0.2, -0.9, 0.0], [-1.9, -0.6, -2.0]],
  "nbo_charge": [0.337, -0.817, 0.588, -0.856, -0.639, -0.206, -0.629, 0.391, 0.390, 0.406, 0.199, 0.199, 0.203, 0.211, 0.221, -0.943, 0.473, 0.473],
  "e_tot_ha": -360.37127,
  "de_lowest_ev": 1.799,
  "smiles": "[H]/N=C(\\N)NCC.O",
  "e_homo_ev": -8.24,
  "homo_lumo_gap_ev": 8.71
}